Entry 1:
Molecular formula: C6H8N
Method: DFT, ωB97M-V with the def2-TZVPD basis set

```
15
C6H8N (ωB97M-V with the def2-TZVPD basis set)
C 2.265 -0.241 1.167
C 1.305 -0.941 0.844
C -0.728 1.364 -1.237
C -0.515 2.784 -1.519
C -0.666 -2.357 1.188
C 0.293 -1.676 0.268
N -0.669 0.247 -1.013
H 3.029 0.567 1.398
H -0.364 3.421 -0.668
H 0.474 2.850 -2.123
H -1.424 3.221 -1.986
H -1.360 -3.068 0.818
H -1.544 -1.671 1.468
H -0.203 -2.807 2.164
H 0.106 -1.694 -0.768
```

Its HOMO-LUMO gap is 8.88 eV. Its spin multiplicity is 1. The value obtained for the total energy is -7830.085 eV. Its molecular weight is 94.137 g mol⁻¹. The energy above the lowest of the compared OMol25 structures with the same formula, charge and spin is 129.22 kcal/mol. For the HOMO energy, the calculation gives -15.72 eV. The net charge is +1.


Entry 2:
Molecular formula: C6H8N
Method: DFT, ωB97M-V with the def2-TZVPD basis set

```
15
C6H8N (ωB97M-V with the def2-TZVPD basis set)
C -1.071 -1.614 0.467
C -0.115 -0.820 0.007
C 1.348 -1.178 -0.586
C 1.968 0.009 -0.760
C 1.050 1.072 -0.281
N -0.090 0.563 0.147
C -1.242 1.407 0.344
H -1.087 -2.691 0.565
H -2.024 -1.353 0.774
H 1.826 -2.093 -0.772
H 2.983 0.056 -1.169
H 1.153 2.086 -0.162
H -1.066 2.407 0.308
H -1.562 1.125 1.385
H -2.073 1.025 -0.267
```

Its HOMO-LUMO gap is 9.23 eV. Its spin multiplicity is 1. The value obtained for the total energy is -7832.963 eV. Its molecular weight is 94.137 g mol⁻¹. The energy above the lowest of the compared OMol25 structures with the same formula, charge and spin is 62.84 kcal/mol. For the HOMO energy, the calculation gives -15.01 eV. The net charge is +1. Its SMILES is C=C1C=CC=[N+]1C.


Entry 3:
Molecular formula: C6H8N2
Method: DFT, ωB97M-V with the def2-TZVPD basis set

```
16
C6H8N2 (ωB97M-V with the def2-TZVPD basis set)
C -0.078 1.329 -1.377
N -1.121 1.043 -2.240
N -2.006 0.209 -1.809
C -1.593 -0.243 -0.651
C -0.180 0.149 -0.330
C 0.132 0.559 1.304
C 0.915 -0.790 1.377
C 0.983 -0.818 -0.245
H 0.535 2.019 -1.736
H -2.111 -0.823 0.212
H 0.341 1.730 1.497
H -0.627 0.406 1.927
H 1.906 -1.232 1.717
H 0.187 -1.322 1.863
H 2.022 -0.523 -0.587
H 0.696 -1.695 -0.920
```

Its HOMO-LUMO gap is 8.62 eV. Its spin multiplicity is 1. The value obtained for the total energy is -9325.868 eV. Its molecular weight is 108.144 g mol⁻¹. The energy above the lowest of the compared OMol25 structures with the same formula, charge and spin is 134.67 kcal/mol. For the HOMO energy, the calculation gives -8.96 eV. The net charge is 0. Its SMILES is C1=NN=CC12CCC2.


Entry 4:
Molecular formula: C6H8N2
Method: DFT, ωB97M-V with the def2-TZVPD basis set

```
16
C6H8N2 (ωB97M-V with the def2-TZVPD basis set)
C 1.310 -0.618 0.753
C 1.668 0.322 -0.452
C -0.047 1.661 0.042
C -1.898 -0.051 0.490
C -0.986 -0.361 -0.693
C 0.472 -0.780 -0.483
H 2.045 -1.565 0.605
H 0.937 -0.541 1.822
H 2.541 0.078 -1.139
H -0.652 2.588 0.350
H -1.598 0.194 1.429
H -2.915 -0.530 0.075
H -1.555 -0.944 -1.458
H 0.666 -2.083 -0.838
N 1.219 1.677 -0.119
N -1.206 0.956 -0.384
```

Its HOMO-LUMO gap is 9.27 eV. Its spin multiplicity is 1. The value obtained for the total energy is -9325.222 eV. Its molecular weight is 108.144 g mol⁻¹. The energy above the lowest of the compared OMol25 structures with the same formula, charge and spin is 149.56 kcal/mol. For the HOMO energy, the calculation gives -8.46 eV. The net charge is 0.


Entry 5:
Molecular formula: C6H8N2
Method: DFT, ωB97M-V with the def2-TZVPD basis set

```
16
C6H8N2 (ωB97M-V with the def2-TZVPD basis set)
C -4.282 0.943 -0.089
C -3.433 0.050 -0.044
N -2.565 -1.067 -0.082
N -1.289 -1.332 0.188
C -0.339 -0.442 0.390
C 0.167 0.868 0.620
C 1.125 -0.379 0.573
C 2.167 -0.742 -0.476
H -5.010 1.617 0.029
H -3.082 -1.882 -0.488
H 0.004 1.505 -0.363
H 0.061 1.282 1.595
H 1.500 -0.510 1.597
H 2.575 -1.674 -0.217
H 3.045 0.028 -0.363
H 1.568 -0.673 -1.434
```

Its HOMO-LUMO gap is 9.16 eV. Its spin multiplicity is 1. The value obtained for the total energy is -9325.814 eV. Its molecular weight is 108.144 g mol⁻¹. The energy above the lowest of the compared OMol25 structures with the same formula, charge and spin is 135.91 kcal/mol. For the HOMO energy, the calculation gives -8.19 eV. The net charge is 0. Its SMILES is C#CN/N=C1\C[C@@H]1C.


Entry 6:
Molecular formula: C6H8N2O
Method: DFT, ωB97M-V with the def2-TZVPD basis set

```
17
C6H8N2O (ωB97M-V with the def2-TZVPD basis set)
C 0.396 1.852 -0.608
C 0.919 0.832 0.131
O 2.206 0.705 0.300
C 2.848 -0.533 0.142
C 1.839 -1.413 -0.248
C 0.531 -0.533 -0.126
N -0.561 -1.209 -0.490
N -1.873 -0.556 -0.538
C -2.395 0.201 0.649
H -0.606 1.680 -1.018
H 0.883 2.757 -1.292
H 3.949 -0.863 0.313
H 1.869 -2.425 0.228
H -2.489 -1.626 -0.700
H -1.491 0.548 1.102
H -2.749 -0.296 1.672
H -3.277 0.881 0.483
```

Its HOMO-LUMO gap is 7.88 eV. Its spin multiplicity is 1. The value obtained for the total energy is -11372.027 eV. Its molecular weight is 124.143 g mol⁻¹. The energy above the lowest of the compared OMol25 structures with the same formula, charge and spin is 168.81 kcal/mol. For the HOMO energy, the calculation gives -7.88 eV. The net charge is 0. Its SMILES is C=C1OC=C/C1=N/NC.


Entry 7:
Molecular formula: C6H8N2O
Method: DFT, ωB97M-V with the def2-TZVPD basis set

```
17
C6H8N2O (ωB97M-V with the def2-TZVPD basis set)
H -1.239 -2.296 -3.095
N -0.510 -1.614 -3.435
N -0.257 -0.567 -2.843
C -0.475 -0.113 -1.508
C 0.075 1.284 -1.100
C -1.199 -1.003 -0.910
O -1.633 -2.095 -1.001
H -0.570 1.909 -0.419
H 1.084 1.095 -0.715
H 0.238 1.902 -2.065
C 1.585 -0.606 2.517
C 0.788 0.367 2.295
C -0.353 1.012 2.334
H 2.276 -1.020 1.832
H 1.931 -0.735 3.501
H -0.465 2.027 2.063
H -1.276 0.452 2.547
```

Its HOMO-LUMO gap is 8.95 eV. Its spin multiplicity is 1. The value obtained for the total energy is -11373.427 eV. Its molecular weight is 124.143 g mol⁻¹. The energy above the lowest of the compared OMol25 structures with the same formula, charge and spin is 136.52 kcal/mol. For the HOMO energy, the calculation gives -8.97 eV. The net charge is 0. Its SMILES is [H]/N=N\C(C)=C=O.C=C=C.


Entry 8:
Molecular formula: C6H8N2O
Method: DFT, ωB97M-V with the def2-TZVPD basis set

```
17
C6H8N2O (ωB97M-V with the def2-TZVPD basis set)
H 1.862 1.583 0.053
N 1.182 1.415 0.742
C 0.322 0.519 0.815
C -0.653 0.655 1.944
C 0.117 -0.761 -0.054
C 1.184 -1.143 -1.011
C -1.408 -0.242 -0.953
O -2.404 -0.663 -0.491
C -1.071 0.697 -1.879
N -0.464 1.387 -2.607
H -0.728 1.656 2.334
H -0.511 -0.023 2.838
H -1.699 0.224 1.630
H -0.313 -1.522 0.505
H 2.141 -1.377 -0.585
H 0.920 -2.047 -1.583
H 1.522 -0.357 -1.698
```

Its HOMO-LUMO gap is 8.46 eV. Its spin multiplicity is 1. The value obtained for the total energy is -11376.477 eV. Its molecular weight is 124.143 g mol⁻¹. The energy above the lowest of the compared OMol25 structures with the same formula, charge and spin is 66.19 kcal/mol. For the HOMO energy, the calculation gives -9.43 eV. The net charge is 0. Its SMILES is [H]/N=C(/C)[C@H](C)C(=O)C#N.


Entry 9:
Molecular formula: C6H8N2O2
Method: DFT, ωB97M-V with the def2-TZVPD basis set

```
18
C6H8N2O2 (ωB97M-V with the def2-TZVPD basis set)
C -2.685 1.889 0.337
N -1.573 0.970 0.187
C -1.234 0.369 -1.009
C -0.077 -0.353 -0.812
O 0.721 -0.823 -1.777
C 0.183 -0.320 0.611
C 1.268 -0.920 1.293
N 2.315 -1.381 1.522
C -0.719 0.605 1.156
H -2.566 2.739 -0.348
H -3.625 1.372 0.106
H -2.715 2.257 1.367
H -1.852 0.483 -1.895
H 1.603 -1.267 -1.433
H -0.687 1.120 2.111
O 4.004 -2.179 -0.864
H 4.169 -1.644 0.004
H 3.470 -2.916 -0.555
```

Its HOMO-LUMO gap is 9.11 eV. Its spin multiplicity is 1. The value obtained for the total energy is -13425.798 eV. Its molecular weight is 140.142 g mol⁻¹. The energy above the lowest of the compared OMol25 structures with the same formula, charge and spin is 36.33 kcal/mol. For the HOMO energy, the calculation gives -8.49 eV. The net charge is 0. Its SMILES is Cn1cc(O)c(C#N)c1.O.


Entry 10:
Molecular formula: C6H8N2O2
Method: DFT, ωB97M-V with the def2-TZVPD basis set

```
18
C6H8N2O2 (ωB97M-V with the def2-TZVPD basis set)
N -2.837 0.890 0.590
C -1.833 0.489 -0.209
O -1.677 0.993 -1.322
C -0.785 -0.413 0.418
C 0.262 -0.847 -0.581
C 1.683 -1.144 -0.231
N 2.199 -0.224 0.779
C 1.916 0.885 0.008
O 2.057 2.068 0.223
C 1.376 0.043 -1.126
H -3.512 0.210 0.915
H -3.014 1.894 0.687
H -1.254 -1.304 0.858
H -0.329 0.149 1.246
H -0.123 -1.508 -1.364
H 2.217 -2.057 -0.486
H 2.100 -0.304 1.786
H 1.554 0.179 -2.190
```

Its HOMO-LUMO gap is 10.21 eV. Its spin multiplicity is 1. The value obtained for the total energy is -13425.404 eV. Its molecular weight is 140.142 g mol⁻¹. The energy above the lowest of the compared OMol25 structures with the same formula, charge and spin is 45.42 kcal/mol. For the HOMO energy, the calculation gives -9.53 eV. The net charge is 0. Its SMILES is NC(=O)C[C@@H]1[C@@H]2NC(=O)[C@H]12.